Record 1
# H3INP

H3INP as an isolated structure (ωB97M-V/def2-TZVPD, the Open Molecules 2025 dataset).

Results
LUMO level (spin up / spin down): -1.25 / -1.13 eV
orbital gap (spin up / spin down): 7.744 / 7.994 eV
energy relative to the best compared isomer or geometry (same formula, charge and spin): 514.4 kJ/mol
charge: 0

```
6
Properties=species:S:1:pos:R:3:nbo_charge:R:1
N -0.35218 -0.52521 0.19284 -0.93
P 0.63107 0.85973 -0.08428 0.52
I -2.38866 0.05457 0.00596 0.27
H -0.31614 -1.57134 -1.33212 0.23
H 0.60232 1.06519 1.23840 -0.04
H 1.82360 0.11706 -0.02079 -0.05
```

***

Record 2
# C87H211N5O21

A 21-piece molecular cluster, C87H211N5O21 overall (ωB97M-V/def2-TZVPD, the Open Molecules 2025 dataset).

Results
LUMO level: 0.03 eV
orbital gap: 8.138 eV
charge: 0

```
324
Properties=species:S:1:pos:R:3:lowdin_charge:R:1
C 11.74299 -0.55882 20.10738 -0.03
C 12.69427 -1.76590 19.90751 -0.45
C 11.99951 -2.70807 18.81660 -0.08
C 12.99897 -3.73459 18.18965 -0.16
C 14.26992 -3.07646 17.69742 -0.16
C 14.97850 -2.10158 18.62264 -0.49
N 13.99861 -1.30333 19.42281 -0.07
O 14.61882 -0.30824 20.29892 -0.02
C 15.92370 -2.95463 19.54950 0.00
C 15.76023 -1.15137 17.74729 -0.04
C 12.78848 -2.53884 21.28231 0.00
H 11.63951 0.15700 19.29191 0.08
H 12.03778 -0.03648 21.01752 0.06
H 10.75106 -0.99267 20.23362 0.07
H 11.23618 -3.30500 19.31569 0.11
H 11.47867 -2.16495 18.02803 0.10
H 12.67022 -4.53787 17.53029 0.11
H 13.36556 -4.38263 18.98574 0.08
H 14.06571 -2.57308 16.75243 0.08
H 15.00114 -3.79961 17.33621 0.11
H 16.51146 -3.59633 18.89310 0.07
H 16.57604 -2.18600 19.96396 0.07
H 15.32303 -3.54126 20.24461 0.06
H 16.38577 -1.69521 17.03945 0.08
H 15.08638 -0.55236 17.13473 0.08
H 16.43126 -0.47742 18.27983 0.08
H 13.48644 -3.37523 21.31959 0.06
H 11.76634 -2.90832 21.36483 0.06
H 12.95936 -1.78499 22.05083 0.06
H 14.50013 0.52133 19.83060 0.09
C 15.05430 -7.14672 17.63214 -0.02
C 15.23735 -8.27789 18.63197 -0.44
C 15.89531 -7.73342 20.00794 -0.13
C 14.88119 -7.07626 20.91111 -0.20
C 13.86415 -8.15101 21.24563 -0.13
C 13.04403 -8.65925 20.01844 -0.43
N 13.99305 -9.08190 18.92645 -0.14
O 13.43980 -9.47422 17.74854 -0.01
C 12.38451 -9.98187 20.45121 -0.05
C 11.94721 -7.64113 19.49703 0.00
C 16.28801 -9.27817 18.13821 -0.05
H 15.99765 -6.60360 17.57535 0.08
H 14.33401 -6.42237 18.01240 0.05
H 14.67949 -7.53114 16.68354 0.08
H 16.25299 -8.56244 20.61859 0.11
H 16.60948 -6.91156 19.95696 0.11
H 14.46763 -6.20055 20.41092 0.10
H 15.20706 -6.73401 21.89334 0.09
H 13.25823 -7.59134 21.95818 0.11
H 14.19418 -9.01193 21.82701 0.13
H 12.94853 -10.91398 20.48521 0.08
H 12.02667 -9.93276 21.47962 0.08
H 11.62204 -10.33720 19.75804 0.07
H 12.52357 -6.76505 19.19969 0.05
H 11.21219 -7.97660 18.76538 0.06
H 11.33716 -7.39559 20.36631 0.07
H 17.24337 -8.75964 18.05753 0.08
H 16.17822 -9.78108 17.17741 0.08
H 16.42774 -10.09759 18.84329 0.08
H 13.36751 -10.42445 17.86449 0.11
C 10.38476 -7.41174 11.07146 -0.05
C 9.42538 -8.10525 12.01032 -0.49
C 9.57559 -9.61452 11.75989 -0.16
C 10.63034 -10.23152 12.63333 -0.21
C 10.62105 -9.94088 14.11868 -0.11
C 10.65910 -8.37921 14.34795 -0.49
N 9.64949 -7.74867 13.44850 -0.08
O 9.47929 -6.35691 13.68045 -0.03
C 10.23258 -8.18882 15.82965 -0.04
C 12.04172 -7.81404 14.16046 -0.03
C 7.97830 -7.77746 11.51204 -0.03
H 11.43077 -7.40411 11.37792 0.08
H 10.19061 -6.34223 11.15245 0.07
H 10.30360 -7.74163 10.03576 0.09
H 8.62994 -10.15624 11.77942 0.11
H 9.88435 -9.71574 10.71945 0.11
H 11.55557 -9.92882 12.14300 0.11
H 10.66265 -11.30306 12.43618 0.11
H 11.56984 -10.39039 14.41163 0.12
H 9.83251 -10.49939 14.62304 0.12
H 9.19572 -8.50608 15.94089 0.08
H 10.86869 -8.85379 16.41384 0.07
H 10.41393 -7.15522 16.12443 0.08
H 11.91228 -6.73425 14.08701 0.07
H 12.76364 -8.02657 14.94899 0.08
H 12.49922 -8.19880 13.24900 0.07
H 7.94088 -6.68844 11.48468 0.07
H 7.26314 -8.25178 12.18410 0.08
H 7.80576 -8.23451 10.53764 0.08
H 8.77393 -6.31947 14.33058 0.10
C 9.49729 -2.59711 13.16757 -0.05
C 10.99323 -2.37675 13.55010 -0.41
C 11.74590 -3.50362 12.72014 -0.13
C 13.23665 -3.43706 12.91271 -0.19
C 13.69975 -2.05855 12.37969 -0.12
C 13.01311 -0.82764 13.04002 -0.48
N 11.52031 -1.03521 13.08163 -0.09
O 10.79785 0.07355 13.60858 -0.02
C 13.62597 -0.58058 14.35331 -0.04
C 13.25765 0.36817 12.04895 -0.01
C 10.98868 -2.57694 15.13466 -0.02
H 8.91651 -2.05424 13.91328 0.07
H 9.17011 -3.63580 13.12102 0.07
H 9.19448 -2.09422 12.24914 0.08
H 11.46827 -4.42724 13.22803 0.10
H 11.42417 -3.35957 11.68872 0.13
H 13.70949 -4.26084 12.37801 0.11
H 13.45994 -3.51493 13.97676 0.10
H 13.64939 -2.04163 11.29099 0.12
H 14.74782 -2.21455 12.63529 0.08
H 14.67939 -0.38386 14.15407 0.07
H 13.18835 0.15981 15.02296 0.10
H 13.62087 -1.47925 14.97012 0.05
H 14.30021 0.64401 12.20734 0.06
H 13.13289 0.06055 11.01073 0.08
H 12.59798 1.20294 12.28576 0.08
H 10.31816 -3.36195 15.48432 0.08
H 10.61503 -1.73107 15.71171 0.07
H 11.98920 -2.70763 15.54694 0.04
H 10.12157 0.14743 12.93124 0.10
C 22.00852 0.79860 25.10525 -0.05
C 21.16993 -0.20797 24.31103 -0.44
C 19.78375 0.55668 24.00652 -0.12
C 18.84640 -0.10504 22.95982 -0.17
C 19.73115 -0.57277 21.76600 -0.11
C 21.10535 -1.30082 22.08846 -0.46
N 21.89684 -0.63760 23.10505 -0.15
O 23.21081 -1.01317 23.29584 0.01
C 20.78066 -2.81185 22.41479 -0.02
C 21.93008 -1.35987 20.77867 -0.05
C 20.63046 -1.36447 25.25092 -0.03
H 21.42863 1.20616 25.93334 0.08
H 22.36468 1.63218 24.49994 0.08
H 22.88187 0.29599 25.52087 0.08
H 19.16470 0.53752 24.90347 0.10
H 20.03930 1.60328 23.84090 0.11
H 18.00586 0.52671 22.67259 0.10
H 18.30359 -0.96909 23.34305 0.08
H 19.91647 0.33915 21.19840 0.11
H 19.20716 -1.18337 21.03067 0.10
H 21.65223 -3.38996 22.72181 0.09
H 19.87609 -3.02678 22.98370 0.06
H 20.48263 -3.22399 21.45072 0.06
H 21.25285 -1.56584 19.94978 0.07
H 22.44940 -0.43988 20.51029 0.08
H 22.71306 -2.11682 20.73329 0.08
H 21.37346 -2.15952 25.18819 0.08
H 19.76355 -1.90454 24.87026 0.05
H 20.52733 -1.09156 26.30115 0.08
H 23.73106 -0.28993 22.93827 0.11
O 18.45824 -7.56662 22.15266 -0.04
H 17.60375 -7.52753 21.72308 -0.02
H 18.86175 -8.36501 21.81210 0.04
O 13.85837 -7.12779 25.80674 -0.06
H 14.15225 -6.46171 26.42820 -0.02
H 13.96310 -6.71779 24.94815 -0.02
C 17.58904 0.98257 12.22560 -0.06
C 17.97804 -0.48865 12.27673 -0.47
C 17.68096 -1.27189 13.54972 -0.04
O 17.09010 -1.01537 11.32910 -0.08
H 17.06018 1.37030 11.35492 0.08
H 18.40177 1.67798 12.43530 0.08
H 16.79917 1.15660 12.95629 0.07
H 18.95125 -0.61252 11.80172 0.14
H 18.15281 -2.24011 13.38241 0.07
H 16.61124 -1.34557 13.74560 0.06
H 18.14303 -0.71359 14.36390 0.08
H 16.23912 -0.63304 11.55551 0.05
C 11.83139 -5.34124 24.01951 -0.07
C 10.50595 -4.67708 24.03656 -0.51
C 9.97522 -4.73167 22.58495 -0.04
O 9.51654 -5.23963 24.86387 -0.02
H 12.49350 -4.89350 23.27840 0.07
H 11.64404 -6.39051 23.79141 0.10
H 12.32582 -5.23169 24.98472 0.06
H 10.87528 -3.68247 24.28647 0.12
H 9.46280 -5.68649 22.46725 0.08
H 10.78895 -4.66754 21.86257 0.06
H 9.12923 -4.06799 22.40622 0.06
H 8.80263 -5.58203 24.32100 0.08
C 16.11231 5.44615 18.07821 -0.05
C 17.42603 5.11967 18.75326 -0.56
C 18.50936 6.08519 18.35395 -0.06
O 17.22111 5.16568 20.11073 -0.03
H 16.31836 5.43353 17.00793 0.08
H 15.78658 6.46144 18.30447 0.09
H 15.27306 4.78767 18.30216 0.07
H 17.73790 4.11268 18.47610 0.13
H 18.29720 7.12497 18.60284 0.09
H 18.65794 6.06639 17.27428 0.08
H 19.46740 5.84279 18.81385 0.08
H 18.12820 5.10687 20.41949 0.09
C 17.89441 -4.68728 24.68652 -0.03
C 16.67144 -3.82723 24.39606 -0.43
C 15.56518 -4.57415 23.63050 -0.03
O 16.04142 -3.34898 25.59293 -0.08
H 18.10713 -5.18196 23.73881 0.07
H 17.70754 -5.47444 25.41697 0.09
H 18.81420 -4.29415 25.11957 0.07
H 16.89821 -2.87626 23.91407 0.12
H 15.41225 -5.52799 24.13537 0.07
H 15.82089 -4.70829 22.57944 0.07
H 14.68123 -3.94012 23.69939 0.07
H 15.87232 -2.41662 25.43894 0.05
C 12.00336 5.27843 16.73891 -0.07
C 10.60126 5.03931 17.19927 -0.43
C 10.27728 3.48537 17.32482 -0.05
O 10.36184 5.52620 18.53834 -0.09
H 12.26672 6.30166 17.00676 0.08
H 12.12373 5.33864 15.65726 0.08
H 12.71912 4.69175 17.31476 0.07
H 9.83386 5.46642 16.55369 0.13
H 9.81930 2.99191 16.46758 0.05
H 9.50890 3.39261 18.09234 0.06
H 11.05688 2.82002 17.69582 0.06
H 11.11054 5.18952 19.03602 0.00
C 8.72232 -1.41273 24.96284 -0.04
C 9.08118 -0.78685 26.34812 -0.51
C 9.15287 0.67051 26.30821 -0.06
O 8.15665 -1.32588 27.27398 -0.05
H 9.08684 -0.90902 24.06757 0.07
H 7.64491 -1.46773 24.80710 0.08
H 9.08356 -2.43886 25.03119 0.05
H 10.02598 -1.22739 26.66652 0.12
H 9.96783 0.91560 25.62713 0.08
H 9.18726 1.03489 27.33492 0.09
H 8.28143 1.09762 25.81195 0.09
H 7.84115 -2.20633 27.05749 0.09
C 19.68654 -5.64549 18.89566 -0.03
C 19.66663 -5.43232 17.36376 -0.49
C 19.48138 -3.98640 16.92617 -0.04
O 20.90778 -5.91909 16.93351 -0.05
H 18.95465 -4.98647 19.36271 0.06
H 20.67227 -5.27399 19.17572 0.08
H 19.62419 -6.61863 19.38271 0.07
H 18.86371 -5.93578 16.82529 0.10
H 20.31203 -3.53308 16.38523 0.09
H 19.15292 -3.32204 17.72545 0.06
H 18.63082 -4.05458 16.24793 0.05
H 20.95291 -6.14792 16.00227 0.09
C 12.49583 -4.73021 28.43650 -0.02
C 13.50848 -3.93385 27.53447 -0.44
C 14.09165 -2.70413 28.15172 -0.05
O 14.58732 -4.89467 27.29904 -0.10
H 11.56364 -4.16551 28.45239 0.07
H 12.82410 -5.06352 29.42100 0.08
H 12.19047 -5.61468 27.87742 0.07
H 13.20351 -3.66368 26.52348 0.11
H 14.71143 -2.96964 29.00815 0.10
H 13.25520 -2.06678 28.43845 0.08
H 14.54000 -2.17938 27.30808 0.05
H 15.22833 -4.40335 26.78009 0.03
C 7.86594 -6.59462 18.79384 -0.03
C 6.65283 -5.75599 19.42463 -0.48
C 5.38222 -6.43012 19.75238 -0.07
O 6.99920 -5.04425 20.60063 -0.06
H 7.54721 -7.38585 18.11527 0.06
H 8.66107 -6.87065 19.48643 0.06
H 8.35199 -5.95983 18.05296 0.05
H 6.49756 -5.06704 18.59437 0.12
H 4.59848 -5.68272 19.62889 0.08
H 5.40924 -6.82371 20.76848 0.09
H 5.08681 -7.19516 19.03437 0.08
H 7.22016 -4.12766 20.41996 0.03
C 13.22875 4.58035 22.34541 -0.04
C 12.61512 4.30457 20.97426 -0.47
C 11.35069 3.58855 21.12013 -0.07
O 12.41559 5.39045 20.03927 -0.05
H 13.17656 3.68945 22.97124 0.07
H 12.61045 5.32348 22.84896 0.08
H 14.18716 5.08918 22.24219 0.09
H 13.37099 3.63115 20.57021 0.13
H 11.00494 2.89805 20.35086 0.08
H 10.54611 4.28430 21.35825 0.10
H 11.24440 3.02857 22.04923 0.08
H 12.37299 6.16106 20.61018 0.11
C 17.64007 -7.02362 14.09716 -0.02
C 17.30694 -5.80485 13.26364 -0.52
C 16.39600 -4.74761 13.83891 -0.05
O 18.50998 -5.16463 12.99293 -0.05
H 18.23888 -7.62779 13.41561 0.09
H 16.72180 -7.53463 14.38653 0.08
H 18.17652 -6.71394 14.99405 0.06
H 16.88433 -6.07139 12.29490 0.14
H 16.61860 -4.39071 14.84448 0.08
H 15.38829 -5.15686 13.76716 0.07
H 16.39053 -3.84712 13.22475 0.06
H 18.24884 -4.53044 12.32121 0.08
C 6.31045 -0.49214 21.10472 -0.04
C 6.69882 -1.64656 20.16476 -0.47
C 7.38354 -1.26933 18.83067 -0.02
O 7.58638 -2.41085 20.91112 -0.07
H 7.13337 0.11053 21.48903 0.08
H 6.05314 -0.88876 22.08685 0.08
H 5.67396 0.24099 20.60923 0.08
H 5.75751 -2.15805 19.96370 0.13
H 6.82013 -0.51813 18.27716 0.06
H 7.60743 -2.14941 18.22781 0.07
H 8.44518 -1.05168 18.94746 0.07
H 7.23933 -2.42679 21.80605 0.09
C 14.38816 0.68744 23.45336 -0.05
C 14.10906 0.23682 24.85901 -0.48
C 13.08119 -0.87277 24.94598 -0.03
O 15.30008 -0.33654 25.31091 -0.06
H 13.51057 0.82208 22.82105 0.06
H 14.84683 -0.12858 22.89494 0.08
H 14.84757 1.67456 23.40210 0.08
H 13.94156 1.03650 25.58051 0.14
H 12.22025 -0.72266 24.29456 0.08
H 12.79887 -0.94189 25.99651 0.07
H 13.57498 -1.83439 24.80608 0.07
H 16.02683 0.16717 24.93714 0.09
C 5.77248 3.36828 15.12541 -0.07
C 6.75353 2.25497 14.91703 -0.49
C 7.04967 1.34222 16.07123 -0.07
O 6.37468 1.46967 13.75496 -0.05
H 5.83878 4.01358 14.24946 0.08
H 6.07829 4.05331 15.91617 0.08
H 4.70077 3.17178 15.15590 0.08
H 7.65269 2.83756 14.71654 0.13
H 7.08101 1.91548 16.99778 0.08
H 8.06377 0.96771 15.93179 0.08
H 6.32302 0.54515 16.22856 0.07
H 5.54155 1.05960 13.99855 0.08
```